Density functional theory data (wB97M-V/def2-TZVPD) for a cluster of 2 separate species, C3HO4 in total in a non-equilibrium geometry.

Each line ends with the Löwdin charge.
Element x y z (Å)
C 2.27894 0.26286 -0.06705  -0.471
C -1.53059 -0.66410 -0.18754  -0.692
C -0.74054 0.45257 0.09101  -0.060
O -1.51452 -0.43063 1.13484  -0.099
O 2.10015 1.32272 -0.50101  0.150
O -1.96372 -1.56540 -0.86956  0.001
O 2.68943 -0.77133 0.29529  0.151
H -1.31916 1.39331 0.10402  0.019

Properties
F_max: 1.523 eV/Å
E_LUMO: 0.1320 Eh
Gap between HOMO and LUMO: 6.35 eV
Total charge: -1
Energy relative to the best compared isomer or geometry (same formula, charge and spin): 1.838 eV